## i
The following is a quantum chemistry calculation of a 2-piece molecular cluster, C2H2ClN3O overall, from the Open Molecules 2025 dataset.

CARTESIAN COORDINATES (ANGSTROEM)
N -1.69 -1.92 0.76
C -0.56 -1.46 0.74
N 0.50 -1.17 1.21
Cl 2.06 -1.00 0.50
H -2.49 -1.57 0.23
N 0.33 1.99 -0.19
C 0.52 1.52 -1.27
O 0.50 0.84 -2.18
H 0.82 2.78 0.20

Results
- E_LUMO (eV) = 0.08
- multiplicity = 1
- HOMO (eV) = -9.81
- SMILES string = N=C=NCl.N=C=O



## ii
The following is a quantum chemistry calculation of a 2-piece molecular cluster, C2H2ClN3O overall, from the Open Molecules 2025 dataset.

CARTESIAN COORDINATES (ANGSTROEM)
N -2.16 -0.74 -0.71
C -0.98 -0.58 -0.77
N 0.21 -0.43 -0.58
Cl 1.43 -0.97 -1.69
H -2.98 -0.42 -1.05
N 1.26 0.46 1.85
C 0.97 1.16 0.92
O 0.86 2.02 0.16
H 1.38 -0.49 1.87

Results
- E_LUMO (eV) = -0.24
- multiplicity = 1
- HOMO (eV) = -10.15
- SMILES string = N=C=NCl.N=C=O



## iii
The following is a quantum chemistry calculation of a 2-piece molecular cluster, C2H2ClN3O overall, from the Open Molecules 2025 dataset.

CARTESIAN COORDINATES (ANGSTROEM)
C 0.71 0.15 -1.33
C -0.10 -0.40 -0.29
N -0.03 0.23 -2.40
N -1.20 -0.73 -0.87
N 0.11 -0.84 2.97
O -1.27 -0.32 -2.06
Cl -1.10 -1.17 3.86
H 1.73 0.49 -1.48
H 0.18 -0.41 0.78

Results
- E_LUMO (spin up / spin down) (eV) = -1.43 / -1.46
- multiplicity = 1
- HOMO (spin up / spin down) (eV) = -10.07 / -10.06



Unit: kcal/mol. Relative energies: i 0.0; ii 2.9; iii 106.3.